No. 1
Below is the molecule C3H6BBrO2, with properties calculated with the ωB97M-V functional and the def2-TZVPD basis.

Calculated total energy = -78019.2743 eV
Energy above the lowest of the compared OMol25 structures with the same formula, charge and spin = 2.3821 eV
HOMO (alpha / beta) = -5.10 / -9.12 eV
Charge = 0
Spin multiplicity = 3
Orbital gap (alpha / beta) = 5.345 / 5.430 eV

Geometry (Å):
B 0.09503 -1.17784 -0.00444
C -0.55315 1.90563 0.60945
C -0.42213 1.32797 -0.57113
C 0.56210 0.19170 -0.73158
O 0.09114 -2.25731 -0.86010
O 0.06668 -1.24071 1.33616
Br 2.44175 0.68248 -0.09517
H -1.46113 2.40568 0.81048
H 0.22213 1.76575 1.36216
H -1.18658 1.43763 -1.33116
H 0.78232 -0.04194 -1.77063
H -0.32835 -3.03443 -0.62307
H -0.30980 -1.96459 1.86902

No. 2
Below is a structure of composition C19H25ClN5O4PtSSi, with properties calculated with the ωB97M-V functional and the def2-TZVPD basis.

Calculated total energy = -70228.2360 eV
Energy above the lowest of the compared OMol25 structures with the same formula, charge and spin = 1.4753 eV
HOMO = -3.85 eV
Charge = -1
Orbital gap = 6.044 eV

Geometry (Å):
Pt -0.02478 -0.01843 -0.85135
O 1.00450 -1.36391 -4.62043
Cl -0.01764 -1.95281 -3.81230
O -0.93533 -2.69653 -4.62823
O -0.77213 -0.87816 -3.15872
O 0.54846 -2.80139 -2.80817
C -2.99661 2.65525 3.72451
C -1.63154 2.11421 3.39772
C -0.85944 1.44795 4.34090
C 0.38305 1.01167 3.90776
N 0.82425 1.18904 2.67430
C 0.01195 1.82898 1.81460
S 0.59099 2.11133 0.19602
N -1.19970 2.30553 2.15537
H -3.05208 2.98304 4.76251
H -3.75910 1.88770 3.56966
H -3.21347 3.48677 3.05646
H -1.20432 1.27733 5.35149
H 1.06379 0.50328 4.58600
C 1.56592 -2.11351 2.39561
Si 1.10822 -2.46462 0.58587
C -0.78350 -2.59158 0.46532
C 1.80814 -4.12849 0.03086
N 1.57986 -1.11213 -0.38000
C 2.83956 -0.77843 -0.81146
C 3.05254 0.16888 -1.84080
C 4.32250 0.53305 -2.23774
C 5.44433 -0.03584 -1.64325
C 5.26149 -0.99788 -0.66149
C 3.99142 -1.36896 -0.25479
H 0.89823 -2.63196 3.09193
H 1.48480 -1.03995 2.57227
H 2.59009 -2.41685 2.62771
H -1.12764 -3.58887 0.75321
H -1.10775 -2.42736 -0.56893
H -1.28241 -1.86752 1.11460
H 1.35482 -4.95068 0.59013
H 2.89091 -4.19211 0.15259
H 1.57613 -4.25417 -1.02889
H 2.18577 0.58430 -2.33690
H 4.44182 1.25652 -3.03594
H 6.44154 0.26650 -1.93981
H 6.12749 -1.46705 -0.20729
H 3.87225 -2.11399 0.52507
N -5.08451 3.50047 -1.97631
C -4.02472 2.64985 -1.76395
C -3.85841 1.97589 -0.55363
C -2.75856 1.16692 -0.37952
N -1.83416 0.97731 -1.32083
C -1.98300 1.62264 -2.48251
C -3.04585 2.45697 -2.74216
H -5.86060 3.44045 -1.34285
H -5.30944 3.72850 -2.92745
H -4.57576 2.09217 0.24886
H -2.61310 0.64408 0.55441
H -1.22654 1.43148 -3.22993
H -3.12270 2.95512 -3.70009

No. 3
Below is a structure of composition C17H35F4NNbOSZn, with properties calculated with the ωB97M-V functional and the def2-TZVPD basis.

Calculated total energy = -93389.8882 eV
HOMO = -11.42 eV
Charge = +1
Orbital gap = 3.651 eV

Geometry (Å):
C 0.52179 5.14261 1.96466
C 1.09133 3.89955 2.67596
C 0.01382 2.90854 3.17790
C -0.10377 1.68107 2.28605
C -0.73752 2.01918 0.92932
C -1.59819 0.88701 0.38511
Nb -0.49111 -0.87942 -0.63913
C -0.79279 -1.96312 1.32684
S -0.67119 -3.76663 1.39862
C -0.30260 -4.55244 -0.19749
C 1.18090 -4.84917 -0.43517
C 1.57602 -0.11686 -0.25695
C 2.43641 -0.78701 0.77687
C 3.40166 0.10381 1.50456
N 2.47545 -2.03004 1.02076
C -0.78641 0.06525 -2.65662
C 0.35599 0.90874 -3.22445
O -0.19543 1.99117 -3.96276
C 1.25960 0.09375 -4.14133
F 1.92947 -0.85053 -3.45432
F 2.15983 0.88194 -4.74665
F 0.54645 -0.52736 -5.09907
C -2.48123 -2.03775 -1.06150
C -3.60299 -1.51809 -0.25022
F -2.83571 -1.97578 -2.38818
H -0.53198 5.03332 1.73765
H 1.04622 5.31963 1.03417
H 0.63559 6.02345 2.58129
H 1.71437 3.37220 1.96197
H 1.69411 4.21914 3.51268
H 0.23354 2.60974 4.19555
H -0.94010 3.42758 3.20922
H 0.87181 1.23224 2.15320
H -0.74946 0.96625 2.79162
H -0.00408 2.37415 0.21426
H -1.40096 2.86162 1.10717
H -2.15099 0.45405 1.22433
H -2.31982 1.27353 -0.37479
H 0.27075 -2.26334 -1.51817
H -0.08563 -1.52583 2.02883
H -1.77787 -1.71362 1.70910
H -0.83427 -5.49485 -0.13721
H -0.72224 -4.04384 -1.05131
H 1.76508 -4.65742 0.45561
H 1.58943 -4.26089 -1.25000
H 1.32716 -5.89243 -0.68325
H 2.06178 -0.30335 -1.22164
H 1.62189 0.96220 -0.12440
H 4.23453 0.26450 0.82278
H 2.99185 1.08626 1.70529
H 3.77405 -0.38416 2.39121
H 1.83691 -2.54547 0.40949
H -0.97482 -0.75843 -3.33784
H -1.67612 0.68700 -2.63454
H 1.00457 1.38993 -2.50213
H -0.38277 1.71770 -4.86353
H -2.33465 -3.08027 -0.79376
H -3.44350 -1.64141 0.81189
H -3.78938 -0.42768 -0.49093
H -4.52373 -2.04239 -0.48848
Zn -4.38103 1.03248 0.48186

No. 4
Below is the molecule C4H5NO2, with properties calculated with the ωB97M-V functional and the def2-TZVPD basis.

Calculated total energy = -9811.3646 eV
Energy above the lowest of the compared OMol25 structures with the same formula, charge and spin = 2.9502 eV
HOMO = -9.99 eV
Charge = 0
Orbital gap = 9.648 eV

Geometry (Å):
O 0.96475 -0.80857 2.13190
C 0.32815 0.20908 2.03923
C -0.03609 0.84412 0.69532
O -0.55258 1.93508 0.61518
N 0.41179 0.05893 -0.33020
C 0.09052 0.18923 -1.68694
C -0.32567 -1.07867 -0.77233
H 0.00415 0.80925 2.90446
H 0.82105 -0.04954 -2.44615
H -0.47753 1.11578 -1.91660
H -1.40042 -1.18521 -0.73732
H 0.18772 -2.01624 -0.49420

No. 5
Below is the molecule C4H5NO, with properties calculated with the ωB97M-V functional and the def2-TZVPD basis.

Calculated total energy = -7764.4665 eV
Energy above the lowest of the compared OMol25 structures with the same formula, charge and spin = 2.0599 eV
HOMO = -7.85 eV
Charge = 0
Orbital gap = 8.769 eV

Geometry (Å):
O 2.04134 0.80778 0.72311
C 0.98378 0.62540 0.28225
C 0.22037 0.74116 -0.95258
C -0.42483 -0.59162 -0.77869
C -0.74195 -0.88733 0.49874
N -0.34567 0.06700 1.36933
H 0.86433 0.79507 -1.82440
H -0.39424 1.65169 -0.88909
H -0.56441 -1.21985 -1.61997
H -1.20285 -1.81427 0.83038
H -0.43557 -0.17502 2.36129

No. 6
Below is the molecule CH5N7, with properties calculated with the ωB97M-V functional and the def2-TZVPD basis.

Calculated total energy = -11540.5939 eV
Energy above the lowest of the compared OMol25 structures with the same formula, charge and spin = 4.1094 eV
HOMO = -8.43 eV
Charge = 0
Orbital gap = 8.927 eV

Geometry (Å):
N -1.16425 -0.67736 -0.83750
C -0.26417 -0.03314 -0.25138
N 0.86097 -0.80953 -0.17378
N 0.99345 -2.24364 -0.31689
N 1.81568 0.01475 0.19066
N 1.45586 1.14181 0.44170
N 0.06700 1.01325 0.40609
N -0.91672 2.01513 0.56020
H -2.38445 -0.42199 -0.71127
H 0.03218 -2.49808 0.18849
H 1.20281 -2.34540 -1.51287
H -1.58941 1.89949 1.55285
H -0.10896 2.94472 0.46368